Record 1
C17H19ClN2OS | ωB97M-V/def2-TZVPD

Each line ends with the natural charge from an NBO analysis.
Element x y z (Å)
Cl -2.07005 2.09610 -2.47272  -0.09
S 3.35758 3.55844 -0.71052  -0.05
O -3.44056 0.41348 -0.67255  -0.47
N 2.43172 1.63466 1.05457  -0.70
N 3.77420 1.00726 -0.65932  -0.61
C 3.07580 -3.11305 -0.40754  -0.22
C 1.44425 2.36230 1.55040  -0.17
C -1.80610 0.52630 1.30532  -0.28
C 3.25353 2.08837 -0.21780  0.21
C -0.33566 2.11540 -0.37827  -0.33
C -5.53404 -0.52638 -0.51519  -0.60
C 4.40600 -2.49018 -1.05957  -0.14
C 2.06990 -2.17500 -0.37410  -0.22
C -4.08142 -0.57811 0.10456  0.07
C -1.50080 1.82704 -0.71183  0.07
C -0.73253 1.33177 1.81563  -0.23
C 3.50933 -0.41684 -0.78698  0.23
C -0.02551 2.09578 0.91970  -0.01
C -2.34763 0.88671 -0.06515  0.27
C 4.70182 -1.27403 -0.88622  -0.27
C -3.44863 -1.86932 -0.00530  -0.59
C 2.15453 -0.82685 -0.33801  -0.28
H 5.27722 -3.17305 -0.98734  0.20
H -2.59786 -2.15030 0.33136  0.21
H 5.61771 -1.08836 -1.06363  0.22
H 1.62832 3.74004 1.16782  0.17
H 4.49778 1.23096 -1.54192  0.40
H -3.44535 -2.27823 -1.04859  0.21
H 1.43236 2.45005 2.59301  0.20
H 1.43533 -0.14548 -0.47545  0.24
H 0.14457 2.93120 -0.76620  0.25
H 2.41666 0.58918 1.22957  0.40
H -4.29677 -2.77258 0.57556  0.19
H -6.12577 0.59936 -0.43639  0.22
H 2.89801 -4.26505 -0.41859  0.23
H 1.11210 -2.71073 -0.20308  0.21
H -6.28631 -1.19333 -0.12830  0.21
H -4.46197 -0.40702 1.32658  0.19
H -2.40517 -0.07196 2.22043  0.24
H -0.32147 0.89291 2.62564  0.20
H -5.37510 -0.85142 -1.48959  0.20

The calculation puts the gap between HOMO and LUMO at 8.028 eV. The value obtained for the energy relative to the best compared isomer or geometry (same formula, charge and spin) is 292.7 kcal/mol. The calculation puts the HOMO energy at -8.3 eV. The calculation puts the total energy at -46310.581 eV.

Record 2
C17H19CoNPS | ωB97M-V/def2-TZVPD

Each line ends with the natural charge from an NBO analysis.
Element x y z (Å)
Co -0.21865 2.36970 -0.07291  1.09
S 0.63546 0.17141 0.78968  0.90
P 1.19902 3.83092 -0.69502  -0.11
N -0.78285 0.53604 0.10392  -1.24
C 0.88543 -0.71484 3.35802  -0.21
C -1.75328 2.75708 -2.18456  -0.42
C 3.57417 -1.33088 -1.54263  -0.22
C 1.51318 -0.85507 -0.38346  -0.30
C 2.84447 -0.52930 -0.66858  -0.23
C -0.33901 -2.56764 4.30272  -0.23
C 0.61319 -1.55056 4.43775  -0.21
C -1.01650 -2.75552 3.08834  -0.21
C 0.87903 -1.92923 -1.00849  -0.22
C 1.61395 -2.73905 -1.87877  -0.20
C -2.62618 2.79899 -0.95319  -0.45
C -2.29224 1.72673 -3.03919  -0.27
C 0.21899 -0.91867 2.14408  -0.29
C -3.69499 1.83767 -1.18425  -0.27
C -3.38875 1.08442 -2.36973  -0.28
C 2.96193 -2.43994 -2.13594  -0.27
C -0.73748 -1.92701 1.99961  -0.20
H 2.34259 2.97033 -0.27125  0.10
H -4.55716 1.65083 -0.53512  0.21
H 1.61855 0.08779 3.41264  0.21
H -1.35867 3.68448 -2.57737  0.20
H -0.55024 -3.22542 5.15148  0.21
H -1.85736 1.43965 -4.01547  0.21
H -1.24475 -2.07917 1.04408  0.20
H 3.28300 0.34089 -0.18462  0.20
H 1.13837 -3.60814 -2.34087  0.21
H -1.75434 -3.55395 2.98421  0.22
H -0.17192 -2.14387 -0.80515  0.20
H -1.62099 -0.05804 0.22283  0.41
H 4.61649 -1.09135 -1.73850  0.21
H 3.54379 -3.08765 -2.80055  0.21
H -4.02988 0.26937 -2.77311  0.21
H 1.31115 4.31197 -2.07748  0.11
H -2.75553 3.73624 -0.42907  0.21
H 0.80408 4.89981 0.25640  0.09
H 1.15391 -1.39901 5.36954  0.22

The calculation puts the gap between HOMO and LUMO (alpha / beta) at 3.463 / 5.998 eV. The value obtained for the energy relative to the best compared isomer or geometry (same formula, charge and spin) is 17.4 kcal/mol. As for the spin multiplicity: 5. The calculation puts the HOMO energy (alpha / beta) at -4.0 / -7.1 eV. Its expectation value of S² is 6.0419. The calculation puts the total energy at -77169.555 eV.

Record 3
C17H19CoNPS | ωB97M-V/def2-TZVPD

Each line ends with the natural charge from an NBO analysis.
Element x y z (Å)
Co 0.54598 -0.82576 0.49832  1.11
S 0.52153 -0.34834 3.07600  0.90
P -0.09656 -2.78853 0.13106  -0.10
N 0.58334 0.59705 1.73169  -1.26
C 3.33397 1.66341 6.04804  -0.19
C 2.46037 -0.32325 4.98550  -0.22
C -2.94032 1.29016 4.45197  -0.20
C -0.45402 0.08179 -1.50060  -0.47
C -1.11729 -0.10434 3.73317  -0.30
C -0.36680 2.40875 -1.17605  -0.31
C -3.64133 0.15928 4.85040  -0.27
C 1.61581 0.50408 4.20773  -0.26
C -3.09156 -1.12321 4.66478  -0.22
C -1.24133 1.29969 -1.32306  -0.22
C -1.66413 1.16112 3.86844  -0.23
C 0.99410 0.50796 -1.42931  -0.50
C 3.30794 0.25912 5.90935  -0.22
C 0.97606 1.96103 -1.30973  -0.22
C 1.63034 1.87796 4.32944  -0.26
C -1.83306 -1.26169 4.10055  -0.23
C 2.51144 2.46397 5.26990  -0.21
H -0.73694 -0.75195 -2.16737  0.21
H 1.76008 -0.09050 -1.95093  0.22
H -3.35076 2.28933 4.59932  0.21
H 2.39783 -1.40262 4.83840  0.21
H 1.18292 -3.37180 -0.41884  0.08
H -4.61503 0.25796 5.32114  0.21
H 3.99900 2.11181 6.77924  0.21
H 2.51663 3.55218 5.37427  0.22
H -3.63401 -2.01736 4.97793  0.21
H -0.39271 -3.12733 1.57425  0.10
H 1.88552 2.56154 -1.31602  0.21
H -1.26656 -3.05447 -0.77884  0.11
H -2.32112 1.27541 -1.35903  0.21
H 3.93918 -0.38144 6.52258  0.21
H 0.96673 2.50362 3.73325  0.21
H -1.36825 -2.23412 3.94695  0.20
H -0.65046 3.43568 -0.95944  0.22
H -1.10680 2.04369 3.54733  0.20
H 0.88340 1.56930 1.76452  0.40

The calculation puts the gap between HOMO and LUMO (alpha / beta) at 3.650 / 6.751 eV. The value obtained for the energy relative to the best compared isomer or geometry (same formula, charge and spin) is 0.0 kcal/mol. As for the spin multiplicity: 5. The calculation puts the HOMO energy (alpha / beta) at -4.0 / -7.6 eV. Its expectation value of S² is 6.0522. The calculation puts the total energy at -77170.308 eV.

Record 4
C17H19F5O6PdTe2 | ωB97M-V/def2-TZVPD

Each line ends with the natural charge from an NBO analysis.
Element x y z (Å)
Te 1.61321 -2.68251 -0.03284  2.63
Te -1.49179 2.36927 1.04782  -0.05
Pd -0.46430 0.40658 -0.29960  0.90
F 1.57017 -3.55634 1.63407  -0.66
F 3.23370 -1.88227 0.82674  -0.74
F -0.06854 -3.65905 -0.23603  -0.70
F 2.59766 -4.31159 -0.58781  -0.73
F 0.50862 -1.28875 0.97981  -0.73
O 2.10892 2.43151 -0.64361  -0.52
O 0.37174 -0.89730 -4.04515  -0.70
O -0.99132 1.55764 -1.81259  -0.71
O 2.11606 0.19441 -1.23226  -0.55
O -0.73043 3.09222 -3.37438  -0.69
O -0.15535 -1.02886 -1.87444  -0.77
C -3.53823 -3.29061 3.32437  -0.62
C 1.63888 0.41919 -2.56132  -0.03
C 4.09129 1.58715 -1.53025  -0.45
C -3.60507 -1.45608 1.60526  -0.23
C -3.16538 -0.25717 1.05468  -0.04
C -0.25757 0.47604 3.43419  -0.65
C -0.27449 2.20693 -2.66085  0.80
C -3.83789 0.25992 -0.18812  -0.64
C 0.50729 -0.58979 -2.86028  0.77
C 3.57758 2.74143 -2.40945  -0.44
C -1.46917 -0.13736 2.79119  0.09
C 1.21900 1.87055 -2.83190  -0.37
C 2.09208 2.82885 -2.01523  0.09
C -3.02316 -2.00427 2.73743  -0.02
C -1.95500 -1.33413 3.31066  -0.25
C 2.86034 1.23674 -0.67203  0.36
C -2.09883 0.42430 1.66500  -0.32
H 2.43698 0.15092 -3.26563  0.19
H 0.53004 0.61887 2.69387  0.25
H 3.70866 2.55795 -3.47645  0.20
H 4.91975 1.89633 -0.89332  0.20
H 0.12222 -0.18702 4.21282  0.20
H 4.07830 3.67757 -2.15840  0.20
H -0.47399 1.45551 3.86709  0.21
H -4.41108 -1.99052 1.11048  0.19
H -3.79858 -4.00219 2.53940  0.21
H -3.18832 0.14994 -1.06083  0.25
H -4.43507 -3.12375 3.92984  0.19
H -1.45567 -1.77138 4.16933  0.19
H 1.43504 2.08887 -3.87975  0.23
H 1.68034 3.83713 -2.06595  0.21
H -2.78732 -3.75710 3.96247  0.21
H -4.76119 -0.29301 -0.37141  0.19
H -4.06292 1.32383 -0.10678  0.23
H 4.40829 0.71456 -2.09925  0.22
H 3.07449 0.92683 0.34941  0.21

The calculation puts the gap between HOMO and LUMO at 6.072 eV. The value obtained for the energy relative to the best compared isomer or geometry (same formula, charge and spin) is 0.0 kcal/mol. The calculation puts the HOMO energy at -1.9 eV. As for the net charge: -2. The calculation puts the total energy at -61880.770 eV.

Record 5
C17H19FO11S2 | ωB97M-V/def2-TZVPD

Each line ends with the natural charge from an NBO analysis.
Element x y z (Å)
S -1.28608 -0.46247 -2.17689  2.55
S -1.05304 4.88322 -0.73635  2.55
F 0.44367 1.21413 3.13387  -0.38
O -1.65451 4.58002 -1.98896  -0.92
O 4.06305 -4.20933 0.73795  -0.52
O 0.42499 4.28556 -0.69407  -0.68
O -0.63910 6.42366 -0.74340  -0.69
O -2.07450 -1.64043 -2.11416  -0.90
O -0.16289 -0.29576 -1.32604  -0.91
O 0.48620 -6.80047 -0.85207  -0.67
O -2.25490 0.79546 -2.04884  -0.69
O -0.79397 -5.49392 1.22250  -0.49
O -1.70703 4.55440 0.47484  -0.89
O -0.81411 -0.19541 -3.67923  -0.69
C -0.35439 -2.62233 1.34446  -0.18
C 1.37871 5.30391 -1.03234  -0.10
C -0.59207 -0.46233 4.44255  -0.65
C 2.30487 -1.89375 0.98221  -0.17
C 0.02035 -1.30007 1.53609  0.01
C 1.35795 -0.94722 1.33988  -0.17
C 2.90027 -4.26097 0.40430  0.54
C -2.08076 1.68403 -3.16671  -0.10
C 2.35231 -5.39459 -0.37868  -0.33
C 0.17508 -4.98258 0.71609  0.49
C 1.91485 -3.20917 0.78657  -0.14
C 0.58082 -3.57270 0.95945  -0.06
C -0.72838 0.45278 3.24321  0.22
C -1.68544 0.76217 -4.30326  -0.10
C 0.76384 6.57081 -0.47039  -0.10
C 1.06938 -5.73878 -0.22961  0.27
C -1.01431 -0.27829 1.94025  -0.46
H -1.54238 1.16043 3.42054  0.17
H 1.12597 7.47103 -0.95813  0.21
H 0.30132 -1.08013 4.34561  0.22
H -1.45655 -1.11910 4.52266  0.22
H 0.90601 6.64804 0.60835  0.20
H -1.38614 -2.92081 1.47869  0.23
H 2.99672 -5.95383 -1.04372  0.23
H 3.34088 -1.62020 0.84117  0.23
H -0.49471 0.13620 5.34662  0.22
H 1.47948 5.34888 -2.11823  0.19
H 0.53525 -6.68753 -1.80627  0.49
H -1.94831 -0.81755 2.11665  0.22
H 2.33454 5.05561 -0.58125  0.22
H -1.14307 1.27136 -5.09427  0.21
H -1.29710 2.39717 -2.92379  0.21
H -2.54568 0.23676 -4.72219  0.19
H -1.19816 0.42843 1.13016  0.24
H -3.01045 2.21396 -3.34933  0.22
H 1.66151 0.08169 1.46353  0.23

The calculation puts the gap between HOMO and LUMO at 8.607 eV. The calculation puts the HOMO energy at -9.1 eV. The calculation puts the total energy at -64845.542 eV.

Record 6
C17H19I2IrN2O2S | ωB97M-V/def2-TZVPD

Each line ends with the natural charge from an NBO analysis.
Element x y z (Å)
Ir -0.48464 0.22335 -0.51038  1.22
I 3.70123 5.90920 -3.48839  0.52
I -1.90595 4.65241 -2.28277  0.67
S -0.20612 -0.42424 2.67471  1.19
O -1.00705 -0.30569 1.31349  -0.91
O -0.58838 1.95357 -1.25235  -0.66
N 1.09626 -0.02154 -1.74531  -0.49
N -0.75645 -1.71731 -0.98438  -0.43
C -1.98714 -1.28916 4.49576  -0.42
C -1.00418 0.80474 3.74730  -0.56
C 0.00499 3.99327 -2.27185  -0.28
C 2.34361 4.51846 -2.82001  -0.21
C -0.95753 -1.84577 3.51507  -0.56
C 0.98742 4.89432 -2.76691  -0.04
C 2.68806 3.24375 -2.42713  -0.19
C 0.31937 -2.31725 -1.54889  0.19
C 1.72217 2.34899 -1.93530  -0.04
C 0.25811 -3.61966 -1.98355  -0.20
C 2.17866 0.97291 -1.52766  -0.26
C 0.38642 2.73267 -1.81028  0.28
C 1.54426 -1.44434 -1.62263  -0.26
C -1.40640 0.02868 5.00015  -0.42
C -0.93706 -4.32019 -1.83909  -0.08
C -2.03152 -3.69349 -1.26710  -0.21
C -1.90968 -2.38391 -0.84316  0.07
H 1.12746 -4.08469 -2.42877  0.27
H -2.16324 -1.99981 5.30110  0.27
H -0.53548 -0.14816 5.63426  0.24
H -0.12226 -2.33925 4.01650  0.27
H 2.21586 -1.70143 -2.44097  0.26
H -1.33937 -2.50506 2.73608  0.27
H -0.31103 1.62781 3.90585  0.27
H -1.00989 -5.34413 -2.18143  0.27
H 2.09713 -1.51850 -0.68305  0.25
H -2.93775 -1.11989 3.98762  0.23
H 3.71841 2.91789 -2.49886  0.26
H -2.73029 -1.84156 -0.39291  0.24
H -1.87490 1.14400 3.18249  0.26
H 2.46515 0.94342 -0.47364  0.25
H -2.97674 -4.20455 -1.15089  0.27
H 0.72021 0.12618 -2.68749  0.42
H 3.04456 0.66671 -2.11812  0.25
H -2.11962 0.61120 5.58112  0.28
H 0.68330 5.87605 -3.10820  0.27

The calculation puts the gap between HOMO and LUMO (alpha / beta) at 6.845 / 3.561 eV. As for the spin multiplicity: 2. The calculation puts the HOMO energy (alpha / beta) at -17.3 / -16.5 eV. Its expectation value of S² is 0.7766. As for the net charge: +3. The calculation puts the total energy at -54858.281 eV.